ORCA calculation (ωB97M-V with the def2-TZVPD basis set) on a 10-piece molecular cluster, C15H50N6O10 overall.

Atoms and positions in Å:
C 1.07 0.81 -6.31
O 0.42 0.40 -5.13
H 0.44 0.58 -7.17
H 1.18 1.90 -6.36
H 2.08 0.39 -6.41
H 0.42 1.13 -4.51
C -2.06 3.60 -0.85
O -3.45 3.73 -0.57
H -1.89 4.10 -1.81
H -1.45 4.11 -0.10
H -1.75 2.56 -1.01
H -3.61 3.16 0.20
C -1.60 -3.20 -0.94
O -1.57 -2.01 -1.22
N -0.50 -3.95 -0.61
N -2.76 -3.94 -1.00
H 0.41 -3.56 -0.43
H -0.62 -4.95 -0.63
H -3.60 -3.44 -1.20
H -2.80 -4.91 -0.76
C 0.11 0.76 0.01
O 0.73 1.72 0.48
N 0.05 0.46 -1.30
N -0.48 -0.16 0.83
H -0.34 -0.40 -1.65
H 0.40 1.14 -1.97
H -1.02 -0.92 0.47
H -0.52 0.03 1.83
C 1.67 3.42 -3.09
O 0.84 2.52 -3.18
N 1.45 4.67 -3.59
N 2.87 3.22 -2.48
H 0.51 4.87 -3.89
H 1.98 5.44 -3.21
H 3.06 2.29 -2.16
H 3.60 3.90 -2.52
C 1.28 0.93 3.97
C -0.03 1.69 3.85
O -1.10 0.76 3.53
H 1.44 0.33 3.08
H 1.31 0.39 4.92
H 2.10 1.65 4.07
H -0.02 2.50 3.13
H -0.26 2.12 4.83
H -1.62 0.64 4.33
C 5.32 1.94 0.04
C 4.00 1.37 0.51
O 3.24 2.35 1.18
H 5.15 2.86 -0.52
H 5.81 1.26 -0.65
H 5.98 2.20 0.87
H 4.21 0.53 1.19
H 3.43 0.95 -0.33
H 2.30 2.15 0.98
C -4.95 0.47 -1.08
C -4.15 -0.13 0.07
O -3.57 0.99 0.75
H -4.32 0.70 -1.94
H -5.43 1.38 -0.73
H -5.70 -0.22 -1.47
H -3.38 -0.80 -0.31
H -4.77 -0.75 0.73
H -2.66 0.80 0.98
C -1.94 -2.84 2.81
C -2.37 -4.05 3.65
O -2.86 -5.12 2.86
H -1.51 -2.04 3.41
H -2.86 -2.45 2.36
H -1.31 -3.05 1.95
H -3.08 -3.66 4.38
H -1.50 -4.44 4.19
H -3.79 -4.96 2.69
C 2.32 -2.17 1.39
C 3.01 -3.04 0.34
O 2.54 -4.39 0.39
H 2.24 -2.73 2.32
H 1.34 -1.84 1.06
H 2.90 -1.25 1.53
H 4.09 -3.00 0.49
H 2.86 -2.67 -0.67
H 3.04 -4.81 1.09

## Properties
SMILES	NC(N)=O.NC(N)=O.NC(N)=O.CCO.CCO.CCO.CCO.CCO.CO.CO
net charge	0
multiplicity	1

Population analysis type Löwdin, resulting atomic charges in e:
1 C -0.1807
2 O -0.1270
3 H 0.0730
4 H 0.0760
5 H 0.0711
6 H 0.0203
7 C -0.1551
8 O -0.1337
9 H 0.0714
10 H 0.0788
11 H 0.0575
12 H 0.0451
13 C -0.6435
14 O -0.0036
15 N 0.1870
16 N 0.1685
17 H 0.0747
18 H 0.1030
19 H 0.1033
20 H 0.0981
21 C -0.6337
22 O -0.0115
23 N 0.2029
24 N 0.1750
25 H 0.0767
26 H 0.0598
27 H 0.0581
28 H 0.0594
29 C -0.6249
30 O -0.0058
31 N 0.1646
32 N 0.1909
33 H 0.1058
34 H 0.0990
35 H 0.0953
36 H 0.1027
37 C -0.0748
38 C -0.2693
39 O -0.1194
40 H 0.0521
41 H 0.0722
42 H 0.0808
43 H 0.1066
44 H 0.1091
45 H 0.0839
46 C -0.0934
47 C -0.3609
48 O -0.0940
49 H 0.0601
50 H 0.0726
51 H 0.0734
52 H 0.0960
53 H 0.0995
54 H 0.0206
55 C -0.0804
56 C -0.3060
57 O -0.0919
58 H 0.0782
59 H 0.0744
60 H 0.0696
61 H 0.0778
62 H 0.1030
63 H 0.0507
64 C -0.0832
65 C -0.3200
66 O -0.0767
67 H 0.0639
68 H 0.0727
69 H 0.0528
70 H 0.1107
71 H 0.1093
72 H 0.0805
73 C -0.0742
74 C -0.3093
75 O -0.0940
76 H 0.0811
77 H 0.0411
78 H 0.0536
79 H 0.1089
80 H 0.1118
81 H 0.0818

***

ORCA calculation (ωB97M-V with the def2-TZVPD basis set) on a 12-piece molecular cluster, C15H50O14 overall.

Atoms and positions in Å:
C 1.68 3.21 1.80
O 1.95 1.88 1.35
H 0.84 3.22 2.48
H 2.49 3.58 2.41
H 1.46 3.84 0.96
H 1.66 1.25 2.01
C -2.62 1.03 -4.38
O -3.26 0.35 -3.30
H -3.18 0.79 -5.28
H -2.79 2.11 -4.24
H -1.61 0.81 -4.61
H -2.90 0.71 -2.49
C -2.46 -0.96 4.52
O -1.79 -1.12 3.27
H -3.06 -1.82 4.71
H -1.72 -0.70 5.28
H -3.09 -0.08 4.47
H -2.00 -1.93 2.86
C 0.70 -0.79 -0.65
O 0.13 0.39 -0.06
H 0.74 -1.55 0.14
H 0.01 -1.05 -1.45
H 1.75 -0.63 -1.01
H 0.84 1.00 0.22
C -1.44 -4.33 1.98
O -2.52 -3.43 1.91
H -1.29 -4.49 3.06
H -1.71 -5.31 1.58
H -0.52 -3.88 1.58
H -2.69 -3.23 0.99
C 1.67 -2.06 3.32
O 2.55 -1.73 2.23
H 1.87 -1.32 4.10
H 0.59 -2.12 3.04
H 1.93 -3.10 3.58
H 2.32 -2.39 1.54
C -3.23 -1.73 -0.98
O -2.92 -3.13 -0.71
H -3.72 -1.48 -1.94
H -3.64 -1.26 -0.11
H -2.24 -1.25 -1.01
H -3.71 -3.64 -0.87
C -2.51 2.47 0.02
O -2.15 1.42 -0.87
H -3.58 2.62 -0.06
H -2.26 2.13 1.03
H -1.98 3.34 -0.29
H -1.32 1.04 -0.54
C -0.67 1.75 4.19
O 0.28 0.84 3.68
H -0.16 2.66 4.46
H -1.46 1.94 3.46
H -1.08 1.36 5.16
H -0.22 0.10 3.31
C 4.49 1.31 -1.54
O 3.12 1.11 -1.19
H 5.08 0.82 -0.76
H 4.69 0.76 -2.44
H 4.76 2.35 -1.64
H 2.96 1.52 -0.31
C 3.03 -4.59 0.06
O 1.90 -3.78 0.13
H 3.15 -5.24 0.97
H 3.19 -5.13 -0.85
H 3.94 -4.04 0.16
H 1.61 -3.45 -0.73
C 0.44 3.18 -2.15
C 1.16 2.98 -3.47
C 1.29 1.49 -3.86
O 0.80 1.40 -5.19
C 0.27 2.58 -5.59
O -0.23 2.82 -6.61
O 0.33 3.43 -4.55
H -0.46 2.57 -2.16
H 0.20 4.24 -1.95
H 1.14 2.77 -1.39
H 2.09 3.53 -3.64
H 0.76 0.82 -3.23
H 2.36 1.24 -3.90

## Properties
SMILES	C[C@H]1COC(=O)O1.CO.CO.CO.CO.CO.CO.CO.CO.CO.CO.CO
net charge	0
multiplicity	1

Population analysis type Löwdin, resulting atomic charges in e:
1 C -0.0882
2 O -0.1411
3 H 0.0601
4 H 0.0843
5 H 0.0786
6 H 0.0630
7 C -0.1262
8 O -0.1346
9 H 0.0831
10 H 0.0959
11 H 0.0445
12 H 0.0125
13 C -0.1234
14 O -0.1360
15 H 0.0779
16 H 0.0740
17 H 0.0740
18 H 0.0079
19 C -0.1020
20 O -0.1455
21 H 0.0636
22 H 0.0774
23 H 0.0888
24 H 0.0410
25 C -0.1344
26 O -0.1453
27 H 0.0864
28 H 0.0850
29 H 0.0678
30 H 0.0139
31 C -0.1472
32 O -0.1441
33 H 0.0796
34 H 0.0637
35 H 0.0852
36 H 0.0277
37 C -0.0880
38 O -0.1260
39 H 0.0889
40 H 0.0773
41 H 0.0552
42 H 0.0856
43 C -0.0996
44 O -0.1765
45 H 0.0838
46 H 0.0792
47 H 0.0577
48 H 0.0130
49 C -0.1569
50 O -0.1381
51 H 0.0713
52 H 0.0769
53 H 0.0836
54 H 0.0435
55 C -0.1264
56 O -0.1647
57 H 0.0821
58 H 0.0713
59 H 0.0775
60 H 0.0571
61 C -0.1651
62 O -0.1333
63 H 0.1023
64 H 0.0760
65 H 0.0677
66 H 0.0991
67 C -0.0094
68 C -0.2808
69 C -0.0919
70 O 0.0473
71 C -0.6083
72 O 0.1998
73 O 0.0621
74 H 0.0734
75 H 0.0996
76 H 0.0740
77 H 0.1537
78 H 0.1104
79 H 0.1278

***

ORCA calculation (ωB97M-V with the def2-TZVPD basis set) on C15H51B3O13 as an isolated structure.

Atoms and positions in Å:
C 4.73 -0.02 -1.39
C 3.58 0.82 -2.04
C 3.69 0.59 -3.61
C 3.67 2.35 -1.77
C 4.50 2.75 -0.51
C 2.25 3.03 -1.64
O 1.40 2.24 -0.83
B 0.09 2.17 -1.26
O -0.38 2.23 -2.58
B -1.58 1.50 -2.67
O -1.60 0.26 -1.96
B -1.41 0.63 -0.59
O -0.93 1.93 -0.24
H 4.43 -1.08 -1.49
H 5.67 0.09 -1.95
H 4.83 0.15 -0.30
H 2.63 0.35 -1.74
H 4.75 0.45 -3.88
H 3.08 -0.31 -3.82
H 3.22 1.44 -4.12
H 4.17 2.80 -2.65
H 3.96 2.39 0.38
H 5.54 2.38 -0.56
H 4.53 3.86 -0.48
H 1.90 3.20 -2.67
H 2.45 4.02 -1.19
H -2.49 1.93 -3.27
H -1.70 -0.18 0.21
C -2.12 -3.46 -1.47
O -2.71 -2.17 -1.53
H -2.80 -4.14 -0.96
H -1.95 -3.84 -2.49
H -1.17 -3.42 -0.93
H -2.09 -1.58 -1.99
C -0.42 3.84 2.93
O 0.45 3.79 1.80
H 0.16 4.12 3.81
H -1.21 4.58 2.76
H -0.87 2.85 3.10
H -0.08 3.54 1.04
C -4.94 -6.42 0.29
O -4.05 -6.46 -0.82
H -4.37 -6.14 1.18
H -5.72 -5.67 0.12
H -5.39 -7.40 0.45
H -4.57 -6.71 -1.59
C 1.62 3.83 6.46
O 1.02 5.12 6.41
H 0.95 3.15 6.99
H 1.78 3.45 5.45
H 2.57 3.88 6.99
H 1.62 5.69 5.94
C -1.38 8.04 2.59
O -1.92 7.06 3.47
H -2.02 8.10 1.71
H -1.36 9.01 3.08
H -0.37 7.75 2.28
H -1.35 7.02 4.24
C 7.15 3.28 -4.52
O 6.59 2.31 -3.64
H 6.52 3.35 -5.40
H 7.19 4.25 -4.03
H 8.16 2.98 -4.82
H 7.15 2.26 -2.87
C -0.56 -4.38 1.94
O 0.73 -4.39 1.34
H -1.07 -5.31 1.69
H -0.47 -4.30 3.03
H -1.14 -3.54 1.55
H 1.16 -3.56 1.58
C -6.53 -8.73 -3.10
O -5.70 -7.91 -3.93
H -5.88 -9.30 -2.43
H -7.19 -8.09 -2.50
H -7.12 -9.41 -3.71
H -6.28 -7.41 -4.51
C -4.20 -3.59 3.97
O -3.93 -4.10 2.67
H -4.08 -4.40 4.68
H -3.49 -2.79 4.22
H -5.22 -3.21 4.03
H -4.04 -3.37 2.05

## Properties
net charge	0
multiplicity	1

Population analysis type Löwdin, resulting atomic charges in e:
1 C -0.0826
2 C -0.3496
3 C -0.0651
4 C -0.3070
5 C -0.0695
6 C -0.1308
7 O 0.1274
8 B -0.6541
9 O 0.2630
10 B -0.2409
11 O 0.1477
12 B -0.2677
13 O 0.2071
14 H 0.0825
15 H 0.0695
16 H 0.0713
17 H 0.1239
18 H 0.0601
19 H 0.0767
20 H 0.0755
21 H 0.1211
22 H 0.0922
23 H 0.0672
24 H 0.0785
25 H 0.1296
26 H 0.1339
27 H 0.1225
28 H 0.1222
29 C -0.1355
30 O -0.1425
31 H 0.0625
32 H 0.0809
33 H 0.0689
34 H 0.0367
35 C -0.1358
36 O -0.1231
37 H 0.0572
38 H 0.0686
39 H 0.0816
40 H 0.0389
41 C -0.1537
42 O -0.1313
43 H 0.0584
44 H 0.0786
45 H 0.0730
46 H 0.0556
47 C -0.1596
48 O -0.1345
49 H 0.0801
50 H 0.0678
51 H 0.0760
52 H 0.0693
53 C -0.1578
54 O -0.1321
55 H 0.0768
56 H 0.0742
57 H 0.0756
58 H 0.0693
59 C -0.1432
60 O -0.1365
61 H 0.0797
62 H 0.0772
63 H 0.0765
64 H 0.0732
65 C -0.1656
66 O -0.1292
67 H 0.0818
68 H 0.0766
69 H 0.0604
70 H 0.0671
71 C -0.1613
72 O -0.1267
73 H 0.0791
74 H 0.0754
75 H 0.0753
76 H 0.0721
77 C -0.1495
78 O -0.1373
79 H 0.0782
80 H 0.0758
81 H 0.0759
82 H 0.0766

***

no.,total energy (eV)
1,-45783.4779
2,-45026.8962
3,-45031.4160